28
Properties=species:S:1:pos:R:3 method="wB97M-V/def2-TZVPD" molar_mass_g_mol=142.24 max_force_ha_per_bohr=0.078 e_lumo_ev="0.8 / 0.4" gap_ha="0.311 / 0.238" de_lowest_kj_mol=751.97
C -1.96 0.92 1.09
C 1.36 -0.05 -0.84
C -0.96 1.27 0.06
C 1.09 -0.76 1.61
C -1.59 0.41 2.37
C 1.42 1.09 -1.87
C 1.72 -1.38 -1.48
C -0.48 -0.01 -0.59
C -1.22 -1.08 -0.83
O -3.23 0.62 0.70
H -3.36 0.87 -0.23
H 2.14 0.22 -0.13
H -1.39 1.93 -0.71
H -0.13 1.80 0.53
H -0.52 -0.40 2.23
H 0.60 -1.64 1.24
H 1.17 0.28 1.93
H 2.00 -1.16 2.07
H -0.95 1.08 2.93
H -2.44 0.18 3.01
H 2.43 1.15 -2.29
H 0.72 0.93 -2.69
H 1.19 2.06 -1.43
H 1.09 -1.59 -2.35
H 2.75 -1.35 -1.84
H 1.61 -2.21 -0.79
H -0.80 -1.98 -1.26
H -2.23 -1.21 -0.43